# 1
This record from the Open Molecules 2025 dataset describes a gas-phase ion, C26H45Cl3FI3N3O2 (charge +1) in a non-equilibrium geometry. The level of theory is ωB97M-V/def2-TZVPD.

Each line ends with the Löwdin charge.
CARTESIAN COORDINATES (ANGSTROEM)
C: 0.367 4.738 -4.149  0.0539
C: -0.660 4.775 -3.507  -0.1415
C: -2.021 4.806 -2.724  -0.1756
C: -2.394 3.302 -2.295  -0.2200
C: -1.593 2.916 -0.951  -0.1319
C: -1.110 1.367 -0.949  -0.2565
N: 0.344 1.362 -0.753  0.0390
C: 0.784 1.421 0.685  -0.3516
C: 1.259 2.924 0.924  -0.1879
C: 2.324 3.446 -0.166  -0.2311
C: 1.964 4.918 -0.687  -0.5657
Cl: 3.051 5.428 -2.054  0.5303
C: 2.149 0.551 0.661  -0.1245
C: 3.251 0.936 1.709  -0.3085
C: 4.481 -0.094 1.486  -0.5999
I: 6.317 1.036 1.918  0.7238
C: -0.300 0.883 1.729  -0.5346
F: 0.501 0.373 2.801  -0.0519
I: -1.404 2.486 2.771  1.1206
N: -1.238 -0.190 1.189  -0.1536
C: -2.323 -0.640 2.123  -0.1737
C: -2.050 -0.946 3.638  -0.2821
C: -3.491 -1.084 4.347  -0.5854
I: -4.363 0.873 4.830  0.7279
O: -0.451 -1.147 0.614  -0.0710
C: -0.023 -2.285 1.352  -0.1296
C: -0.795 -3.655 1.070  -0.1845
N: -0.378 -4.299 -0.191  -0.0792
C: 0.937 -4.982 -0.096  -0.1535
C: 1.773 -4.522 -1.380  -0.3974
C: 3.162 -5.267 -1.524  -0.0540
O: 2.034 -3.104 -1.275  -0.0993
C: -1.989 0.422 -0.015  -0.1952
C: -2.923 -0.581 -0.794  -0.5341
Cl: -4.000 0.448 -1.906  0.6468
C: -2.321 -1.744 -1.684  -0.6671
C: -0.955 -1.573 -2.413  -0.1346
Cl: -3.560 -2.158 -3.001  0.5565
H: 1.303 5.032 -4.685  0.0486
H: -1.993 5.510 -1.850  0.1140
H: -2.793 5.089 -3.506  0.1175
H: -2.105 2.659 -3.172  0.1063
H: -3.511 3.185 -2.147  0.0832
H: -0.643 3.528 -1.048  0.0883
H: -2.218 3.187 -0.059  0.0712
H: -1.302 1.066 -2.028  0.1181
H: 0.680 0.489 -1.190  0.1077
H: 1.665 3.105 1.972  0.1204
H: 0.419 3.687 0.827  0.0622
H: 2.466 2.742 -1.027  0.0991
H: 3.354 3.575 0.300  0.1075
H: 0.868 5.067 -0.879  0.0569
H: 2.223 5.603 0.183  0.0862
H: 1.968 -0.557 0.730  0.1058
H: 2.609 0.723 -0.366  0.1294
H: 3.700 1.957 1.621  0.0351
H: 2.962 0.801 2.796  0.1160
H: 4.520 -0.308 0.384  0.0420
H: 4.398 -1.005 2.135  0.0561
H: -2.714 -1.625 1.704  0.1377
H: -3.252 0.014 2.128  0.1059
H: -1.545 -1.942 3.853  0.1185
H: -1.499 -0.169 4.230  0.0710
H: -3.395 -1.646 5.317  0.0604
H: -4.242 -1.581 3.661  0.0594
H: 1.034 -2.518 0.986  0.1243
H: 0.137 -2.152 2.469  0.1345
H: -1.915 -3.575 1.122  0.1145
H: -0.480 -4.348 1.924  0.1322
H: -1.100 -4.979 -0.462  0.1226
H: 1.554 -4.667 0.792  0.1309
H: 0.808 -6.098 -0.201  0.1375
H: 1.146 -4.700 -2.315  0.1456
H: 3.760 -4.685 -2.299  0.0879
H: 3.739 -5.212 -0.559  0.0888
H: 3.014 -6.314 -1.906  0.0884
H: 2.632 -2.808 -1.986  0.0967
H: -2.730 1.179 0.408  0.1151
H: -3.713 -1.061 -0.132  0.1102
H: -2.283 -2.692 -1.060  0.0812
H: -0.785 -2.500 -3.049  0.0904
H: -0.037 -1.464 -1.777  0.0596
H: -1.057 -0.731 -3.173  0.0921

Computed properties:
LUMO level = -3.39 eV
M = 937.73 g/mol
frontier orbital gap = 7.9572 eV
charge = +1
spin multiplicity = 1
structure (SMILES) = C#CCCC[C@H]1N[C@](CCCCl)(CCCI)[C@@](F)(I)[N@+](CCCI)(OCCNC[C@H](C)O)[C@@H]1[C@@H](Cl)[C@H](C)Cl

---

# 2
This record from the Open Molecules 2025 dataset describes a molecular structure, C26H46B2BrF4MgN5O4Si in a non-equilibrium geometry. The level of theory is ωB97M-V/def2-TZVPD.

Each line ends with the Löwdin charge.
CARTESIAN COORDINATES (ANGSTROEM)
Mg: 0.935 -3.678 -2.338  0.7137
C: -1.468 -7.071 -3.809  0.0554
C: -0.481 -5.928 -3.738  -0.1226
N: -0.081 -5.574 -2.488  0.0691
O: -0.853 -6.053 -1.484  0.0465
B: -2.013 -5.026 -1.017  -1.0148
F: -2.822 -4.908 -2.104  0.1952
F: -2.582 -5.632 0.077  0.2004
O: -1.585 -3.650 -0.595  0.0346
N: -0.868 -2.920 -1.466  0.0234
C: -1.490 -1.864 -1.918  -0.1878
C: -2.867 -1.440 -1.596  0.0230
C: -0.698 -1.234 -3.027  -0.2000
N: 0.484 -1.771 -3.178  0.0266
O: 1.170 -1.440 -4.312  0.0881
B: 2.192 -2.449 -4.642  -0.9781
F: 2.733 -3.054 -3.343  0.0099
F: 3.278 -1.932 -5.257  0.2357
O: 1.537 -3.513 -5.436  0.1893
N: 0.805 -4.180 -4.463  0.1032
C: 0.212 -5.277 -4.826  -0.1898
C: 0.458 -5.969 -6.122  0.0432
C: -1.014 -0.002 -3.763  0.0125
H: -2.391 -6.703 -3.306  0.1179
H: -1.049 -7.873 -3.222  0.1147
H: -1.717 -7.318 -4.826  0.0885
H: -2.823 -0.442 -1.131  0.0976
H: -3.329 -2.118 -0.855  0.1088
H: -3.431 -1.255 -2.544  0.1203
H: 0.938 -5.226 -6.809  0.1128
H: -0.484 -6.365 -6.525  0.1065
H: 1.210 -6.741 -5.918  0.1260
H: -0.441 0.886 -3.407  0.1146
H: -2.044 0.282 -3.665  0.0728
H: -0.624 -0.174 -4.830  0.1335
C: -1.922 3.708 4.059  -0.0654
C: -1.821 3.285 2.634  -0.5796
C: -1.691 1.809 2.695  -0.1202
C: -3.022 3.655 1.798  -0.0260
Si: -0.135 3.981 1.926  0.5895
Br: 0.302 2.579 0.136  0.5598
C: 1.434 3.625 3.029  -0.6053
C: 1.486 4.563 4.264  -0.0675
C: 1.433 2.217 3.511  -0.1282
C: 2.744 3.792 2.214  -0.0716
C: -0.344 5.627 1.053  -0.6304
C: 0.860 6.325 0.429  -0.0812
C: -0.952 6.603 2.079  -0.0944
C: -1.419 5.578 -0.134  -0.0783
H: -2.826 3.318 4.545  0.1262
H: -2.022 4.801 4.121  0.0972
H: -1.009 3.406 4.663  0.0957
H: -2.597 1.422 3.261  0.1471
H: -0.839 1.314 3.211  0.0882
H: -1.745 1.417 1.672  0.0546
H: -3.936 3.575 2.401  0.1328
H: -3.002 3.036 0.915  0.0931
H: -3.026 4.715 1.513  0.0725
H: 0.643 4.443 4.977  0.0763
H: 1.471 5.672 4.045  0.0990
H: 2.396 4.427 4.868  0.1054
H: 0.718 2.005 4.331  0.0932
H: 2.456 2.021 3.891  0.1184
H: 1.155 1.559 2.728  0.0371
H: 2.886 4.804 1.881  0.0709
H: 2.832 3.126 1.380  0.0527
H: 3.557 3.580 2.949  0.1150
H: 1.582 6.569 1.209  0.0822
H: 0.501 7.203 -0.191  0.1234
H: 1.265 5.614 -0.283  0.0745
H: -0.314 6.804 2.942  0.0819
H: -1.884 6.194 2.472  0.0582
H: -1.191 7.538 1.579  0.1038
H: -1.586 4.506 -0.378  0.0259
H: -0.980 6.008 -1.018  0.0782
H: -2.366 6.058 0.187  0.0930
C: 2.789 -2.568 3.600  -0.0433
C: 2.402 -2.979 2.219  -0.2050
C: 1.379 -3.895 1.991  -0.0095
C: 1.149 -4.437 0.742  -0.0836
N: 1.785 -3.983 -0.357  -0.0034
C: 2.708 -3.018 -0.236  -0.1231
C: 3.086 -2.543 1.002  0.0253
H: 2.700 -3.416 4.269  0.0847
H: 2.124 -1.751 3.965  0.0939
H: 3.805 -2.208 3.856  0.0967
H: 0.675 -4.228 2.714  0.1184
H: 0.426 -5.290 0.614  0.1409
H: 3.203 -2.718 -1.155  0.1128
H: 3.877 -1.832 1.099  0.1069

Computed properties:
LUMO level (spin up / spin down) = -9.25 / -10.28 eV
M = 722.60 g/mol
frontier orbital gap (spin up / spin down) = 4.8366 / 3.9596 eV
charge = +2
spin multiplicity = 1

---

# 3
This record from the Open Molecules 2025 dataset describes a molecular structure, C26H46BClLuN3O6 in a non-equilibrium geometry. The level of theory is ωB97M-V/def2-TZVPD.

Each line ends with the Löwdin charge.
CARTESIAN COORDINATES (ANGSTROEM)
O: 0.097 -1.873 0.066  -0.3973
C: 0.845 -3.030 -0.093  -0.3933
C: 0.922 -3.817 1.234  -0.1817
C: 0.467 -3.276 2.445  -0.0425
H: 0.035 -2.275 2.433  0.1022
C: 0.550 -4.027 3.623  -0.0907
H: 0.143 -3.611 4.547  0.0984
C: 1.169 -5.280 3.600  -0.1102
H: 1.267 -5.841 4.526  0.0920
C: 1.663 -5.813 2.407  -0.0929
H: 2.161 -6.785 2.396  0.0985
C: 1.518 -5.084 1.228  -0.0522
H: 1.873 -5.505 0.286  0.1157
H: 0.397 -3.692 -0.864  0.1330
C: 2.329 -2.185 -2.107  -0.0712
C: 2.222 -2.641 -0.671  -0.2673
H: 3.390 -2.199 -2.412  0.0723
H: 2.012 -1.136 -2.261  0.0437
H: 1.696 -2.797 -2.769  0.0747
C: 3.219 -2.443 0.224  -0.1539
C: 4.506 -1.754 -0.054  -0.1548
H: 3.032 -2.623 1.290  0.1181
H: 5.327 -2.449 0.121  0.0696
H: 4.640 -0.917 0.635  0.0414
H: 4.597 -1.367 -1.071  0.0548
Lu: 0.036 0.211 -0.255  1.3811
Cl: 2.433 0.648 0.094  0.0685
C: 0.805 3.256 0.264  -0.3531
O: -0.021 2.507 -0.382  -0.2460
N: 0.859 4.570 0.155  -0.1395
C: 0.121 5.345 -0.874  -0.0183
C: 1.732 5.307 1.084  -0.0337
H: 1.466 2.776 1.015  0.0767
H: -0.420 4.646 -1.521  0.0905
H: 0.823 5.931 -1.486  0.0909
H: -0.610 6.038 -0.417  0.0875
H: 2.142 4.547 1.759  0.0951
H: 1.182 6.050 1.681  0.0876
H: 2.571 5.789 0.564  0.0943
H: -4.158 -3.117 2.527  0.0880
H: -4.459 -0.878 3.352  0.0920
C: -3.146 -2.783 2.260  -0.0450
C: -3.610 -0.420 2.814  -0.0238
N: -3.184 -1.401 1.805  -0.1595
H: -2.756 -3.399 1.439  0.0934
C: -2.824 -1.161 0.536  -0.2584
O: -2.138 -0.176 0.149  -0.1815
H: -3.931 0.546 2.390  0.0965
H: -3.142 -1.954 -0.181  0.1457
H: -2.488 -2.871 3.136  0.0944
H: -2.798 -0.253 3.543  0.0900
H: -1.227 0.962 -5.353  0.1044
H: -3.149 -0.991 -5.259  0.0977
C: -0.579 0.121 -5.055  -0.0044
C: -2.397 -1.608 -4.752  -0.0327
N: -1.321 -0.805 -4.187  -0.1625
H: 0.270 0.497 -4.475  0.0934
C: -1.184 -0.705 -2.874  -0.2259
O: -0.331 0.109 -2.376  -0.1852
H: -2.889 -2.157 -3.944  0.0906
H: -1.837 -1.346 -2.239  0.1457
H: -0.250 -0.418 -5.953  0.0979
H: -2.013 -2.335 -5.476  0.0957
C: -0.185 4.604 3.974  0.0069
C: -0.958 3.406 3.517  -0.4791
C: -1.394 2.661 4.783  -0.0202
O: -0.101 2.560 2.726  0.0276
B: -0.965 1.687 2.128  -0.5726
O: -2.302 2.021 2.305  -0.0398
C: -2.256 3.428 2.634  -0.4548
C: -3.509 3.912 3.370  -0.0053
C: -2.210 4.075 1.251  -0.0055
H: -0.836 5.433 4.282  0.0975
H: 0.579 4.969 3.294  0.0469
H: 0.349 4.241 4.853  0.0889
H: -0.491 2.309 5.299  0.1030
H: -1.939 3.385 5.398  0.0844
H: -2.020 1.777 4.574  0.0905
H: -3.252 4.463 4.285  0.0752
H: -4.032 4.633 2.740  0.0745
H: -4.246 3.163 3.695  0.0947
H: -1.436 3.661 0.591  0.0457
H: -3.150 3.821 0.711  0.1141
H: -2.012 5.155 1.345  0.0925

Computed properties:
LUMO level = 0.14 eV
M = 717.90 g/mol
frontier orbital gap = 5.1486 eV
spin multiplicity = 1

---

The evaluated total energy for the records listed, in turn: -100829.502 -138926.506 -91286.488 eV.